{"formula": "C2H5IO2P", "method": "the ωB97M-V functional and the def2-TZVPD basis", "elements": ["P", "H", "H", "I", "O", "C", "H", "O", "C", "H", "H"], "positions_angstrom": [[-0.32, -1.32, -0.01], [0.02, 0.17, 1.62], [1.44, 0.52, 0.60], [0.52, -3.60, -2.61], [-1.75, -1.10, -0.08], [-0.06, 1.62, -0.14], [-1.09, 1.50, -0.15], [0.21, -2.41, 0.83], [0.44, 0.34, 0.52], [0.07, 2.52, 0.47], [0.51, 1.76, -1.04]], "nbo_charge": [2.170, 0.242, 0.218, -0.832, -1.057, -0.620, 0.229, -1.037, -0.719, 0.195, 0.211], "orbital_gap_ev": 6.4, "charge": -1, "e_above_lowest_kcal_mol": 31.19, "homo_energy_ev": -3.99, "fmax_ha_per_bohr": 0.0597, "lumo_ha": 0.08850}


{"formula": "C4H10N3O", "method": "the ωB97M-V functional and the def2-TZVPD basis", "elements": ["N", "H", "H", "C", "N", "H", "O", "C", "H", "H", "H", "C", "N", "H", "H", "H", "H", "C"], "positions_angstrom": [[-2.94, 1.61, 0.53], [0.91, 1.46, -1.95], [-3.29, 2.51, 0.27], [-2.05, 1.05, -0.23], [0.45, -2.70, 0.58], [0.23, -2.60, 1.56], [2.65, 1.84, 0.18], [1.74, 0.87, -0.04], [0.18, -0.85, -0.12], [0.12, -3.55, 0.36], [1.59, 0.02, 0.71], [0.90, 0.86, -1.03], [-1.30, 0.32, -0.72], [-0.11, -0.72, -1.96], [-3.35, 1.21, 1.33], [2.96, 1.72, 1.05], [1.47, -2.77, 0.49], [-0.15, -0.27, -1.02]], "nbo_charge": [-0.787, 0.234, 0.446, 0.706, -1.067, 0.365, -0.639, 0.167, 0.313, 0.370, 0.163, -0.311, -0.189, 0.243, 0.453, 0.490, 0.373, -0.330], "orbital_gap_ev": 9.1, "charge": 1, "e_above_lowest_kcal_mol": 60.74, "homo_energy_ev": -12.82, "fmax_ha_per_bohr": 0.0997, "lumo_ha": -0.13792}


{"formula": "C25H20BF2IN5O5ReS2", "method": "the ωB97M-V functional and the def2-TZVPD basis", "elements": ["Re", "C", "N", "H", "F", "H", "C", "C", "H", "C", "C", "C", "N", "H", "H", "C", "H", "H", "C", "C", "O", "C", "S", "H", "C", "C", "C", "C", "C", "B", "H", "C", "H", "C", "N", "C", "C", "N", "F", "C", "H", "N", "H", "C", "H", "H", "H", "O", "H", "H", "H", "C", "O", "I", "O", "C", "C", "C", "H", "O", "H", "S"], "positions_angstrom": [[-0.01, 0.45, 0.94], [1.87, -2.40, -2.01], [1.25, -0.63, -0.34], [1.63, 4.27, -2.34], [0.25, 2.67, 3.12], [-2.38, 4.26, -3.80], [2.59, -0.95, -0.25], [3.96, 2.22, 3.20], [5.02, -2.28, -0.79], [2.94, -2.01, -1.23], [0.63, 3.85, -2.35], [3.22, -3.96, -3.15], [2.87, 1.63, 2.75], [3.35, -4.73, -3.90], [-2.85, 0.73, -1.85], [-4.81, -0.67, -1.99], [-4.08, -0.91, -2.76], [4.21, 3.17, 2.73], [-3.46, -1.76, 1.91], [0.30, 2.83, -1.48], [-5.09, 0.72, -2.12], [-0.96, 2.25, -1.46], [1.14, -0.46, 2.84], [-3.82, -2.75, 3.75], [-3.06, -0.50, -0.13], [2.50, 0.46, 3.28], [4.19, -2.59, -1.40], [-1.93, 2.82, -2.30], [-0.32, 4.35, -3.22], [-0.28, 2.43, 1.92], [-2.79, -1.30, 3.89], [4.31, -3.58, -2.37], [-2.96, 2.49, -2.25], [1.98, -3.37, -2.99], [-4.59, -2.24, 1.42], [4.78, 1.69, 4.20], [-2.37, 0.48, -0.92], [3.27, -0.08, 4.27], [-0.98, 3.43, 1.39], [-4.98, -1.88, 0.19], [1.13, -3.66, -3.60], [-1.30, 1.14, -0.60], [5.27, -4.05, -2.53], [-1.61, 3.85, -3.17], [-5.70, -1.27, -2.19], [-2.12, -2.77, 3.22], [5.67, 2.20, 4.54], [3.36, -0.42, 0.52], [-5.87, 0.93, -1.59], [-0.06, 5.15, -3.91], [4.93, -0.01, 5.52], [-4.28, -1.03, -0.62], [-1.49, -0.52, 1.70], [1.74, 2.33, -0.04], [-0.60, -2.21, -1.04], [4.39, 0.51, 4.74], [-2.65, -0.89, 1.14], [-3.03, -2.17, 3.28], [-5.91, -2.32, -0.16], [0.15, -0.52, -2.66], [2.96, -0.96, 4.66], [0.47, -1.44, -1.60]], "nbo_charge": [0.826, -0.241, -0.945, 0.228, -0.509, 0.233, 0.678, 0.170, 0.240, -0.156, -0.260, -0.173, -0.473, 0.233, 0.223, -0.099, 0.198, 0.219, 0.215, -0.072, -0.726, 0.054, 0.010, 0.244, -0.098, 0.319, -0.151, -0.205, -0.179, 0.997, 0.230, -0.184, 0.236, -0.196, -0.375, -0.319, 0.211, -0.491, -0.510, 0.029, 0.243, -0.487, 0.231, -0.180, 0.194, 0.233, 0.259, -0.606, 0.481, 0.233, 0.243, -0.053, -0.652, 0.572, -0.926, 0.121, 0.295, -0.650, 0.203, -0.920, 0.446, 2.289], "orbital_gap_ev": [7.1, 6.9], "charge": 1, "e_above_lowest_kcal_mol": 6.49, "homo_energy_ev": [-10.85, -11.03], "spin_multiplicity": 2, "fmax_ha_per_bohr": 0.0074, "lumo_ha": [-0.13752, -0.15016]}


{"formula": "C37H61N7O2", "method": "the ωB97M-V functional and the def2-TZVPD basis", "elements": ["H", "C", "N", "C", "H", "H", "C", "C", "H", "H", "H", "C", "H", "N", "C", "O", "H", "H", "C", "C", "C", "H", "H", "C", "H", "H", "C", "H", "H", "N", "C", "C", "H", "H", "N", "C", "H", "C", "H", "H", "C", "H", "H", "H", "H", "H", "C", "O", "H", "H", "H", "C", "H", "H", "C", "H", "H", "C", "H", "H", "H", "H", "H", "H", "C", "H", "H", "N", "C", "H", "H", "H", "C", "H", "C", "H", "H", "N", "H", "C", "H", "C", "C", "C", "H", "C", "H", "H", "H", "H", "C", "C", "C", "H", "H", "H", "N", "H", "H", "C", "C", "H", "C", "H", "C", "H", "C"], "positions_angstrom": [[4.88, 0.19, -0.52], [-0.22, -2.15, -0.06], [4.58, -2.28, 0.05], [2.54, -3.25, -0.89], [3.97, 5.31, 1.34], [-1.46, 3.42, -0.79], [-3.64, -0.99, -0.88], [1.94, 1.09, -1.05], [6.22, -0.57, 1.41], [6.48, -2.96, 0.70], [-3.66, -5.18, 1.94], [-4.44, -2.03, -0.47], [6.05, 2.37, -0.87], [0.46, -3.20, 0.46], [0.21, 3.07, 0.49], [-4.72, -4.17, 0.47], [6.11, 1.88, 0.83], [2.27, -2.30, -1.33], [-6.55, -0.93, -0.84], [1.90, -3.33, 0.50], [-3.99, 3.31, 1.27], [-4.93, 0.18, 1.17], [-6.72, 3.43, 1.78], [4.05, -2.40, 1.40], [-0.21, 2.14, 0.89], [-2.03, -4.15, 0.67], [4.06, -3.35, -0.78], [3.06, 4.23, 2.40], [2.42, 1.69, -1.83], [0.46, -1.08, -0.42], [2.42, 4.17, 0.34], [3.06, 4.26, -1.05], [-0.07, -4.05, 0.58], [2.11, -4.32, 0.94], [0.53, 1.01, -1.36], [8.57, 0.63, 0.73], [9.66, 0.65, 0.68], [3.50, 4.33, 1.42], [-6.11, 3.33, -1.21], [-1.04, 1.84, -2.36], [-0.22, -0.04, -0.94], [-3.38, 1.49, 0.26], [2.14, -2.34, 2.41], [8.48, -1.50, 1.05], [-7.47, -1.32, -1.29], [-4.96, 5.15, 1.88], [-1.65, -2.20, -0.17], [-5.79, -2.09, -0.55], [4.33, -3.38, 1.85], [0.55, 2.54, -2.72], [0.00, 4.26, -1.30], [8.07, -0.76, 0.36], [-7.82, 0.43, 0.22], [-7.38, 2.41, -0.39], [-4.09, 2.31, 0.11], [8.33, 2.67, 0.09], [6.36, -2.43, -0.99], [-5.81, 0.78, 0.93], [3.81, 3.49, -1.18], [4.27, 3.58, 1.30], [8.41, -1.02, -0.65], [-4.22, 2.81, 2.21], [-0.13, 3.89, 1.13], [3.55, 5.23, -1.17], [5.96, 0.24, -0.55], [1.78, 0.99, 1.08], [1.72, 5.02, 0.45], [1.64, 2.98, 0.60], [-4.20, -5.36, 1.00], [-6.05, -0.27, -1.55], [4.48, -1.62, 2.02], [8.33, 1.49, -1.22], [-0.38, 3.31, -0.91], [-3.83, 2.81, -0.82], [-3.83, -3.20, 0.09], [-7.09, 4.68, 0.60], [-5.07, -5.99, 1.21], [-1.52, 0.03, -1.12], [2.35, 0.08, -1.08], [-6.38, 2.84, -0.27], [-4.05, -0.10, -1.31], [-2.47, -3.26, 0.23], [7.98, 1.68, -0.21], [-6.92, -0.15, 0.43], [3.28, 1.73, 0.51], [-4.98, 4.46, 1.04], [4.33, -4.35, -0.38], [8.27, 0.86, 1.76], [2.26, -1.29, 0.98], [4.50, -3.26, -1.77], [6.54, -0.81, 0.40], [-0.10, 2.18, -1.92], [2.53, -2.26, 1.39], [-7.16, -0.87, 1.22], [2.31, 4.16, -1.83], [-4.69, 5.00, 0.14], [-5.43, 1.76, -0.07], [2.16, -4.06, -1.52], [-2.97, 3.70, 1.33], [-6.39, 3.89, 0.85], [6.03, -2.21, 0.03], [-3.55, -5.88, 0.29], [-2.24, -1.04, -0.73], [-6.16, 1.24, 1.87], [2.21, 1.69, 0.35], [6.28, 0.01, -1.57], [6.46, 1.63, -0.18]], "nbo_charge": [0.225, 0.477, -0.455, -0.416, 0.203, 0.210, -0.287, -0.241, 0.183, 0.165, 0.171, 0.279, 0.205, -0.583, -0.200, -0.494, 0.191, 0.234, -0.068, -0.036, -0.423, 0.211, 0.193, -0.221, 0.200, 0.201, -0.212, 0.215, 0.196, -0.607, -0.028, -0.629, 0.392, 0.195, -0.416, -0.393, 0.206, -0.604, 0.191, 0.246, 0.597, 0.221, 0.209, 0.205, 0.192, 0.206, -0.157, -0.487, 0.154, 0.187, 0.196, -0.407, 0.202, 0.195, -0.222, 0.206, 0.192, -0.224, 0.200, 0.197, 0.192, 0.195, 0.191, 0.211, -0.420, 0.196, 0.193, -0.482, -0.250, 0.193, 0.204, 0.192, -0.432, 0.188, 0.311, 0.209, 0.201, -0.585, 0.234, -0.215, 0.237, -0.306, -0.395, -0.430, 0.202, -0.399, 0.152, 0.193, 0.239, 0.203, -0.168, -0.224, -0.419, 0.219, 0.205, 0.192, -0.469, 0.205, 0.209, -0.421, -0.202, 0.171, 0.199, 0.170, -0.218, 0.192, -0.398], "orbital_gap_ev": 7.7, "charge": 0, "e_above_lowest_kcal_mol": 0.00, "homo_energy_ev": -7.05, "fmax_ha_per_bohr": 0.0167, "lumo_ha": 0.02296}